# 1
23
Properties=species:S:1:pos:R:3:forces:R:3:nbo_charge:R:1 method="wB97M-V/def2-TZVPD" lumo_energy_ev=0.9 relative_energy_kcal_mol=23.9 homo_ha=-0.357 spin_multiplicity=1 smiles="CCC(N)=O.CCC" e_tot_ha=-367.5933
C 0.92092 0.56892 1.66435 0.30 -1.39 1.04 -0.652
C -0.56692 0.80428 1.53640 -0.33 -0.76 0.15 -0.521
C -1.03726 2.02730 0.79618 -0.03 0.74 0.35 0.674
N -0.06288 2.86527 0.33077 -0.24 -0.15 -0.15 -0.833
O -2.22045 2.28190 0.64717 0.30 -0.26 -0.13 -0.622
H 1.35567 0.58380 0.66918 0.68 0.45 0.28 0.213
H 1.13474 -0.43854 2.04864 -0.66 -0.43 -0.65 0.226
H 1.45347 1.00238 2.51658 -0.04 1.45 -0.74 0.227
H -0.97406 -0.02756 0.95559 -0.02 0.02 -0.06 0.241
H -1.10805 0.71492 2.48070 0.10 0.35 0.03 0.241
H -0.37119 3.61852 -0.26535 0.19 -0.02 0.15 0.406
H 0.91694 2.67789 0.46189 -0.18 0.07 -0.09 0.399
C 1.15981 -2.05382 -0.75613 -0.78 -1.18 -0.62 -0.616
C 0.28265 -1.02528 -1.48193 0.87 -0.09 -0.62 -0.412
C -1.22183 -1.31398 -1.46275 0.03 1.14 -0.73 -0.624
H 0.53604 -2.95589 -0.75711 0.14 -0.10 0.48 0.201
H 2.01372 -2.41462 -1.33647 0.20 0.64 0.06 0.211
H 1.46531 -1.85916 0.25761 0.01 0.28 0.32 0.205
H 0.62194 -1.06875 -2.51548 -0.11 -0.05 -0.23 0.202
H 0.51677 0.00439 -1.22306 -0.13 0.13 0.38 0.194
H -1.77066 -0.52880 -0.93829 -0.06 -0.55 0.72 0.217
H -1.43290 -2.33942 -1.15993 -0.28 0.26 0.14 0.209
H -1.61178 -1.12375 -2.46856 0.04 -0.57 -0.08 0.214

# 2
23
Properties=species:S:1:pos:R:3:forces:R:3:nbo_charge:R:1 method="wB97M-V/def2-TZVPD" lumo_energy_ev=0.4 relative_energy_kcal_mol=136.3 homo_ha=-0.304 spin_multiplicity=1 e_tot_ha=-367.4142
C 1.62291 -1.87372 0.27263 1.84 1.07 0.80 -0.601
C 0.25265 -1.33722 0.76591 1.17 -1.60 3.07 -0.491
N 1.06122 1.20520 -0.14891 -2.52 -3.07 -0.25 -0.856
C -0.19162 0.76679 -0.58413 5.16 -1.81 -2.82 0.147
C -0.59314 -0.64143 -0.19480 -0.94 -0.03 -1.50 0.011
C -1.64466 -1.70969 -0.79700 1.33 1.92 -0.44 -0.609
C -0.79725 1.57787 -1.68152 -1.54 2.36 0.81 -0.647
H 2.46449 -1.12567 0.69653 -1.78 -1.97 -1.22 0.231
H 1.91378 -2.92870 0.50683 -0.64 0.93 0.22 0.214
H 1.61966 -1.80909 -0.78951 0.47 0.13 -1.05 0.200
H 0.62693 -0.53357 1.38493 -0.53 -0.20 1.14 0.287
H -0.26988 -2.20928 1.41761 0.77 2.39 -1.53 0.211
H -0.94756 0.49359 0.33564 -1.99 -0.74 1.94 0.306
H 1.41893 1.95303 -0.67454 -0.21 1.48 -0.74 0.356
H -2.20086 -2.27475 -0.03527 0.23 0.58 -0.13 0.230
H -1.00814 -2.45082 -1.37089 -0.57 0.96 0.63 0.237
H -2.28484 -1.18058 -1.49699 -0.40 -0.40 -0.11 0.216
H -1.91691 1.47100 -1.68122 0.89 0.60 0.10 0.222
H -0.52149 1.34490 -2.69020 0.64 -0.67 -0.34 0.241
H -0.42396 2.70170 -1.50813 -1.36 -2.42 -0.33 0.235
H 0.60105 2.47042 2.55951 -1.53 -2.63 -1.67 0.462
H 0.60335 1.55341 1.11141 0.04 0.58 2.09 0.455
O 0.12544 1.67406 2.07377 1.45 2.55 1.32 -1.059

# 3
23
Properties=species:S:1:pos:R:3:forces:R:3:nbo_charge:R:1 method="wB97M-V/def2-TZVPD" lumo_energy_ev=-2.4 relative_energy_kcal_mol=186.8 homo_ha=-0.288 spin_multiplicity=1 e_tot_ha=-367.3336
C 1.25453 -0.02066 -1.46080 -1.16 2.20 0.62 -0.218
N 0.29771 0.94141 -0.76768 1.46 -0.27 1.09 -0.610
C -0.77318 0.20695 -0.01337 0.13 -0.36 -1.47 -0.183
C -0.50442 0.19647 1.44357 -1.97 -1.71 0.51 0.148
C -0.05967 -1.01856 2.21250 -0.50 0.11 0.28 -0.203
O -1.12375 -2.01745 2.40070 1.26 1.23 -0.37 -0.741
C -2.14395 0.83000 -0.47650 2.47 -0.31 1.18 -0.588
C 2.59548 0.66135 -1.72935 0.00 -0.97 -0.63 -0.624
H 0.73607 -0.20482 -2.39387 0.22 -0.88 -0.16 0.205
H 1.35654 -0.85735 -0.77675 0.26 -0.62 -0.50 0.172
H 0.91542 1.24501 -0.00644 -0.13 0.80 -0.26 0.331
H -0.73313 -0.84931 -0.29584 0.00 0.21 -0.28 0.220
H -2.34825 -1.48290 0.41848 0.12 0.06 0.92 -0.223
H -0.70626 1.04507 2.09436 0.25 0.47 -0.47 0.192
H 0.79547 -1.46008 1.69651 0.07 -0.28 -0.11 0.191
H 0.24030 -0.68418 3.20809 0.15 -0.13 -0.09 0.197
H -1.66843 -1.74874 1.61530 -0.72 -0.67 0.02 0.426
H -1.82553 1.86273 -0.42042 -0.95 0.61 -0.58 0.213
H -2.89982 0.57666 0.24220 -0.52 0.00 -0.18 0.226
H -2.27458 0.43052 -1.47706 -0.42 0.34 -0.10 0.227
H 3.02030 1.18561 -0.87309 0.00 -0.26 0.11 0.205
H 3.22599 -0.17255 -2.05591 0.48 0.24 0.36 0.217
H 2.62317 1.33481 -2.58462 -0.52 0.21 0.12 0.219